# 1
This record from OMol25 describes a 7-piece molecular cluster, C21H51ClN7O5 overall. The level of theory is the ωB97M-V functional and the def2-TZVPD basis.

Structure (XYZ):
```
85
Properties=species:S:1:pos:R:3:forces:R:3:lowdin_charge:R:1
C 0.9083 -5.7360 3.3359 0.071 1.151 -0.488 0.049
C -0.4816 -5.2224 3.5174 -0.357 -1.234 0.129 -0.391
O -1.4892 -5.8029 3.3376 -0.044 0.487 0.033 0.226
N -0.6079 -3.7218 3.8969 1.079 0.059 0.350 0.093
H -1.3683 -3.5808 4.5717 -0.459 -0.261 -0.505 0.195
H 0.2127 -3.4964 4.4693 0.152 0.205 -0.363 0.176
C -0.7257 -2.8476 2.6660 -0.415 0.140 0.931 -0.013
H 1.6449 -5.3604 4.0465 -0.220 -0.329 0.397 0.107
H 1.2353 -5.2701 2.3932 0.043 -0.401 -0.118 0.099
H 0.8757 -6.8150 3.2372 0.121 -0.038 0.103 0.124
H -1.6421 -3.1529 2.1724 -0.025 0.065 -0.047 0.090
H 0.1176 -2.9278 1.9894 0.178 -0.279 0.235 0.071
H -0.7840 -1.8265 3.0310 -0.099 0.092 -0.277 0.074
C 4.5930 1.4830 3.6753 0.123 -1.973 0.635 0.046
C 3.5037 1.4056 2.6621 0.863 1.865 -1.494 -0.391
O 2.9345 2.3202 2.1635 -0.466 -0.408 0.404 0.169
N 3.2769 0.0568 1.9702 -0.452 -0.991 1.601 0.040
H 3.4486 -0.6448 2.6976 0.288 -0.079 -0.202 0.167
H 2.2594 -0.0697 1.7559 0.245 0.520 -0.744 0.013
C 4.1899 -0.1994 0.8233 0.196 0.502 -0.578 0.018
H 5.4573 2.0886 3.4095 -0.463 0.582 -0.225 0.127
H 5.0231 0.4825 3.8200 -0.069 0.081 0.102 0.098
H 4.1730 1.7506 4.6462 0.114 0.412 -0.068 0.118
H 4.1509 -1.2483 0.5507 0.030 -0.027 0.089 0.102
H 5.2055 0.1054 1.0708 -0.006 -0.246 0.297 0.120
H 3.9008 0.4208 -0.0219 -0.308 -0.031 0.101 0.102
C -6.4129 -1.9677 -2.3963 0.765 -0.304 0.353 0.054
C -5.7039 -2.1332 -1.0791 -1.756 0.616 -0.052 -0.346
O -6.1805 -2.3758 -0.0369 0.732 -0.305 0.011 0.225
N -4.2039 -1.5894 -1.0537 0.593 0.330 -0.278 0.082
H -3.6182 -2.1551 -1.6712 0.020 -0.268 0.295 0.175
H -4.2340 -0.6835 -1.5297 -0.112 0.018 0.090 0.170
C -3.7114 -1.4148 0.3494 0.308 0.350 0.079 -0.012
H -5.8457 -2.3916 -3.2252 -0.133 -0.001 -0.086 0.105
H -6.5515 -0.8949 -2.5587 -0.044 -0.005 -0.066 0.117
H -7.3821 -2.4448 -2.2783 -0.031 -0.027 -0.171 0.124
H -4.4783 -0.7936 0.8026 -0.012 -0.355 0.474 0.108
H -2.7424 -0.9027 0.4682 -0.226 -0.078 -0.864 0.054
H -3.5916 -2.3812 0.8257 -0.563 -0.081 0.010 0.095
C -0.3331 2.2986 4.0037 0.019 0.163 -0.554 0.037
C -1.3804 3.2822 3.5965 0.762 0.744 -0.256 -0.381
O -1.3523 4.4511 3.7215 -0.352 -0.275 0.026 0.239
N -2.5802 2.7252 2.7754 -0.049 1.149 0.489 0.097
H -2.8798 1.8611 3.2268 -0.140 -0.184 -0.471 0.177
H -3.3191 3.4210 2.9345 0.019 -0.007 -0.097 0.191
C -2.2247 2.6084 1.3135 -0.969 -1.698 0.080 -0.012
H -0.2663 1.4494 3.3187 -0.339 -0.171 0.217 0.055
H -0.5026 2.0309 5.0471 0.171 -0.171 -0.016 0.119
H 0.6042 2.8409 3.8765 0.024 0.035 0.437 0.102
H -3.1190 2.7074 0.6993 -0.194 0.253 0.319 0.100
H -1.9336 1.5522 1.2309 0.704 0.577 -0.470 0.023
H -1.5035 3.3355 0.9595 0.295 -0.017 0.532 0.114
C 3.0910 -4.6843 -3.4241 0.043 -0.030 0.680 0.039
C 2.1983 -3.6157 -3.9692 1.113 -0.251 -0.791 -0.395
O 2.4251 -2.9284 -4.8971 -0.487 0.240 0.155 0.226
N 0.9050 -3.3216 -3.1985 -0.631 -0.226 1.675 0.092
H 0.3169 -2.6579 -3.7033 0.258 -0.117 -0.479 0.176
H 0.3788 -4.1903 -3.0697 -0.004 -0.035 -0.286 0.180
C 1.1589 -2.7330 -1.7843 0.255 -0.022 -1.912 0.008
H 2.6245 -5.5081 -2.8822 -0.314 0.072 -0.197 0.103
H 3.7661 -4.2052 -2.7045 0.032 0.056 -0.093 0.111
H 3.7236 -5.0807 -4.2147 -0.137 0.088 -0.176 0.124
H 0.2084 -2.4653 -1.3396 0.022 -0.200 0.217 0.046
H 1.7065 -1.8243 -2.0207 0.185 0.037 0.536 0.094
H 1.7533 -3.4735 -1.2630 -0.084 0.152 0.331 0.094
C 1.3158 6.7466 -4.0243 -0.353 0.195 0.358 -0.057
C 2.1373 5.6126 -3.4463 0.117 -0.397 -1.248 -0.131
N 1.2948 4.4555 -3.0326 0.295 -0.220 0.806 -0.020
C 1.8256 3.2891 -2.5199 0.231 -0.241 -0.002 0.001
C 0.8039 2.4908 -2.1487 -1.026 -0.459 -0.778 -0.025
N -0.3614 3.1542 -2.5104 0.483 0.598 0.410 -0.093
C -0.0254 4.3641 -2.9761 0.197 0.182 -0.103 0.003
C -1.7114 2.6370 -2.4298 -0.174 -0.092 0.145 0.008
H 0.7822 7.3307 -3.2727 0.235 0.078 0.099 0.093
H 0.5505 6.3907 -4.7176 0.223 -0.184 -0.147 0.087
H 1.9631 7.4060 -4.5973 0.033 0.087 0.136 0.104
H 2.8490 5.8354 -2.6549 -0.433 0.315 0.314 0.139
H 2.7593 5.2167 -4.2545 -0.064 -0.079 0.013 0.140
H 2.8796 3.0712 -2.5097 0.053 0.294 0.047 0.144
H 0.6970 1.4718 -1.7951 0.474 0.267 0.148 0.066
H -0.6922 5.1847 -3.1867 -0.134 -0.179 -0.239 0.173
H -1.8982 1.9251 -3.2332 -0.020 0.215 -0.164 0.105
H -2.3979 3.4786 -2.4852 -0.140 -0.143 -0.100 0.113
H -1.8563 2.1043 -1.4891 0.148 0.141 0.080 0.064
Cl 0.2629 -0.1030 0.5472 -0.005 -0.294 0.237 -0.255
```
Positions in Å, forces in eV/Å.

- 2S+1: 1
- Net charge: +5



# 2
This record from OMol25 describes an isolated ion of composition CH2NO3S and charge -1. The level of theory is the ωB97M-V functional and the def2-TZVPD basis.

Structure (XYZ):
```
8
Properties=species:S:1:pos:R:3:forces:R:3:lowdin_charge:R:1
C -0.4568 0.7978 -1.2246 0.806 0.535 0.948 -0.793
N 0.4365 -0.1467 1.4880 -1.040 0.329 0.540 -0.241
O -1.0402 0.3911 -2.1961 -0.471 -0.377 -0.491 -0.045
O 0.2432 1.7692 -0.9285 -0.327 -0.689 0.275 -0.080
O -0.3819 -1.8824 -0.1244 0.397 -1.528 -0.579 -0.618
S -0.8004 -0.5529 0.3437 -0.576 2.283 -0.202 0.797
H 1.0579 0.6068 1.2714 0.022 0.774 -0.763 0.005
H 0.9417 -0.9828 1.3705 1.189 -1.327 0.272 -0.026
```
Positions in Å, forces in eV/Å.

- Energy above the lowest of the compared OMol25 structures with the same formula, charge and spin: 0.585 eV
- 2S+1: 1
- Net charge: -1



Number 1: E -55742.58435 eV. Number 2: E -19538.31705 eV.